This record from the OMol25 dataset describes an isolated molecule of C4H6N2O. The level of theory is the ωB97M-V functional and the def2-TZVPD basis.

XYZ file:
```
13
Properties=species:S:1:pos:R:3:forces:R:3
C -0.745 0.074 1.836 -0.05 0.02 0.07
C 0.018 -0.563 0.671 -0.04 -0.09 0.23
N -0.878 -0.872 -0.450 0.24 0.21 -0.27
C -0.350 -0.296 -1.457 -0.15 -0.13 0.11
C 0.896 0.404 -1.051 -0.03 -0.10 0.40
O 1.708 1.087 -1.873 -0.07 0.01 -0.15
N 1.109 0.271 0.197 -0.09 0.03 -0.46
H -1.611 0.631 1.470 0.15 -0.01 0.00
H -0.087 0.761 2.370 -0.04 -0.14 -0.03
H -1.102 -0.687 2.534 -0.01 0.08 -0.13
H 0.447 -1.523 0.989 -0.01 0.11 -0.01
H -0.781 -0.323 -2.457 0.06 -0.03 0.12
H 1.375 1.036 -2.778 0.05 0.03 0.13
```
Positions in Å, forces in eV/Å.

## Properties
Structure (SMILES): C[C@H]1N=CC(O)=N1
LUMO energy, eV: 0.540
Multiplicity: 1
Energy relative to the best compared isomer or geometry (same formula, charge and spin), kJ/mol: 107.5
Net charge: 0

---

This record from the OMol25 dataset describes a structure of composition C22H26N2O3RhSSi. The level of theory is the ωB97M-V functional and the def2-TZVPD basis.

XYZ file:
```
56
Properties=species:S:1:pos:R:3:forces:R:3
Rh 1.222 -0.066 -0.312 0.56 0.45 -0.03
O 3.286 -0.081 -0.290 -0.06 0.17 -0.06
N 3.903 0.058 0.880 0.00 -0.09 0.02
C 5.202 0.438 0.827 -0.05 -0.05 0.04
C 5.952 0.569 1.958 -0.09 -0.01 0.03
C 5.345 0.303 3.193 -0.07 -0.02 -0.04
C 4.028 -0.072 3.228 0.13 0.03 0.00
C 3.260 -0.197 2.053 -0.01 0.07 -0.12
S 1.603 -0.607 2.056 -0.13 0.05 -0.06
H 5.564 0.615 -0.174 -0.02 0.00 -0.03
H 6.983 0.877 1.880 0.03 0.01 0.00
H 5.907 0.401 4.111 0.02 0.00 0.03
H 3.524 -0.276 4.161 -0.01 0.00 0.02
C 0.927 3.161 -1.869 0.00 -0.09 -0.01
Si 1.074 2.242 -0.228 -0.09 -0.66 0.15
C -0.481 2.648 0.763 0.03 0.07 -0.03
C 2.547 2.994 0.674 -0.04 0.00 -0.01
H 0.851 4.232 -1.666 -0.01 0.06 -0.01
H 0.036 2.859 -2.422 -0.03 -0.02 -0.03
H 1.794 3.001 -2.511 0.04 -0.02 -0.01
H -0.578 3.725 0.924 -0.01 0.07 0.02
H -0.449 2.153 1.734 0.02 -0.03 0.03
H -1.373 2.303 0.239 -0.03 -0.03 -0.03
H 2.391 4.069 0.790 0.00 0.07 0.02
H 3.478 2.848 0.126 0.04 -0.03 -0.05
H 2.665 2.562 1.668 0.00 -0.02 0.06
C -3.590 -3.281 -1.278 -0.08 -0.07 0.00
O -2.287 -2.751 -1.095 0.11 0.13 0.07
C -1.920 -2.592 0.218 0.00 -0.08 0.01
C -0.972 -3.457 0.750 -0.01 0.04 -0.04
C -0.576 -3.354 2.070 -0.04 0.07 -0.02
C -1.144 -2.381 2.885 -0.05 -0.06 -0.04
C -2.074 -1.508 2.359 0.03 0.05 -0.03
C -2.452 -1.584 1.019 0.20 -0.05 0.11
N -3.420 -0.662 0.569 -0.15 0.33 -0.38
C -3.669 -0.116 -0.635 0.20 -0.07 0.26
C -2.883 0.012 -1.767 -0.05 0.00 0.01
C -3.546 0.367 -2.993 0.04 -0.02 0.02
C -2.868 0.493 -4.156 -0.02 0.00 0.07
C -1.451 0.302 -4.160 -0.02 0.00 0.02
C -0.765 0.031 -3.026 0.06 -0.02 0.09
C -1.437 -0.086 -1.757 0.13 -0.04 0.07
O -0.817 -0.198 -0.669 -0.42 -0.03 0.00
H -3.751 -3.339 -2.352 -0.02 -0.01 0.00
H -4.356 -2.639 -0.833 0.01 -0.06 -0.02
H -3.662 -4.279 -0.837 -0.01 0.02 -0.02
H -0.549 -4.202 0.090 0.01 -0.03 -0.01
H 0.184 -4.016 2.460 0.00 -0.02 0.01
H -0.841 -2.285 3.918 0.02 0.01 0.00
H -2.490 -0.721 2.978 0.00 0.02 -0.01
H -4.050 -0.369 1.301 -0.10 -0.10 -0.08
H -4.673 0.292 -0.698 -0.01 0.03 0.02
H -4.621 0.506 -2.972 -0.04 0.00 0.02
H -3.384 0.742 -5.072 0.00 0.00 -0.02
H -0.912 0.397 -5.094 0.00 0.01 -0.02
H 0.315 -0.083 -3.018 -0.04 0.01 0.00
```
Positions in Å, forces in eV/Å.

## Properties
LUMO energy (alpha / beta), eV: -0.706 / -0.710
Multiplicity: 2
Net charge: 0

---

This record from the OMol25 dataset describes an isolated molecule of C2H2O2. The level of theory is the ωB97M-V functional and the def2-TZVPD basis.

XYZ file:
```
6
Properties=species:S:1:pos:R:3:forces:R:3
O 0.040 0.124 1.696 -0.72 -1.15 3.21
C 0.356 0.372 0.601 -8.66 -10.22 0.55
C -0.275 -0.304 -0.633 -1.73 -2.48 4.40
O 0.140 -0.183 -1.709 1.06 0.69 -3.34
H 0.828 1.044 0.342 9.58 12.39 -4.12
H -1.090 -1.054 -0.297 0.47 0.77 -0.70
```
Positions in Å, forces in eV/Å.

## Properties
Structure (SMILES): O=CC=O
LUMO energy, eV: -0.538
Multiplicity: 1
Energy relative to the best compared isomer or geometry (same formula, charge and spin), kJ/mol: 173.6
Net charge: 0

---

This record from the OMol25 dataset describes a structure of composition C4H13N3. The level of theory is the ωB97M-V functional and the def2-TZVPD basis.

XYZ file:
```
20
Properties=species:S:1:pos:R:3:forces:R:3
C 2.619 -0.425 -0.016 -1.82 -1.74 -1.51
C 1.208 0.207 -0.007 0.55 2.46 -1.49
C 0.161 -0.800 -0.164 -5.14 -1.47 1.00
N -3.866 0.544 0.015 1.46 -0.58 0.26
C -2.866 -0.309 -0.089 -0.79 -0.83 -1.49
N -1.607 -0.040 0.163 2.62 0.19 1.60
N 3.725 0.620 0.041 -2.41 -0.92 0.52
H 2.624 -1.028 -0.957 0.85 0.78 0.44
H 2.622 -1.214 0.752 1.01 0.80 0.30
H 1.028 0.767 0.927 0.07 -0.07 -0.33
H 1.156 0.905 -0.912 -0.03 -0.53 1.34
H -0.247 -1.278 -1.055 1.19 0.44 -0.48
H 0.043 -1.534 0.630 0.50 0.03 0.14
H -4.762 0.147 -0.223 -0.38 0.80 0.14
H -3.624 1.520 0.110 -0.83 0.17 0.24
H -3.243 -1.241 -0.508 0.78 -0.34 -0.11
H -1.563 0.452 1.065 0.38 0.50 -0.78
H 4.623 0.134 0.003 0.29 0.57 0.28
H 3.472 1.100 0.915 1.29 0.08 0.11
H 3.597 1.328 -0.693 0.40 -0.35 -0.19
```
Positions in Å, forces in eV/Å.

## Properties
LUMO energy, eV: -7.375
Multiplicity: 1
Energy relative to the best compared isomer or geometry (same formula, charge and spin), kJ/mol: 265.5
Net charge: +2

---

This record from the OMol25 dataset describes a structure of composition C23H35MnN8O4S. The level of theory is the ωB97M-V functional and the def2-TZVPD basis.

XYZ file:
```
72
Properties=species:S:1:pos:R:3:forces:R:3
Mn -0.294 0.084 -0.201 -0.23 0.37 -0.63
C 0.984 -2.783 1.154 0.21 0.09 0.20
N 0.115 -2.315 2.209 -0.16 0.08 -0.30
C -0.189 -3.273 3.270 0.02 -0.06 0.11
C -1.032 -2.447 4.222 0.08 0.05 -0.09
N -0.783 -1.060 3.788 -0.14 0.19 0.19
C -1.748 -0.095 4.312 0.08 -0.19 -0.20
C -0.216 -1.052 2.541 0.23 0.01 0.22
N 0.036 0.006 1.772 0.05 -0.44 -0.04
C -0.095 1.360 2.285 0.16 -0.33 0.28
C 0.569 2.331 1.337 -0.07 0.28 -0.05
N 0.176 2.032 -0.038 0.24 0.18 -0.17
C 0.355 2.881 -1.021 -0.14 -0.19 0.21
N -0.139 2.654 -2.280 0.03 -0.05 0.02
C -0.574 1.364 -2.777 0.03 0.13 -0.01
C 0.411 3.614 -3.233 0.00 -0.11 0.08
C 0.832 4.746 -2.317 0.02 -0.01 0.13
N 1.030 4.068 -1.032 0.12 0.17 0.00
C 1.354 4.945 0.088 0.00 -0.03 -0.14
H 0.563 -3.686 0.720 -0.07 -0.10 0.02
H 1.976 -3.019 1.558 -0.05 -0.05 0.05
H 1.110 -2.053 0.368 -0.20 0.16 0.00
H 0.737 -3.615 3.742 0.13 0.11 -0.03
H -0.713 -4.139 2.862 -0.01 0.07 0.05
H -0.743 -2.567 5.264 -0.01 -0.02 0.04
H -2.094 -2.683 4.124 -0.05 0.02 -0.06
H -2.065 -0.461 5.286 -0.01 -0.01 0.00
H -2.637 -0.020 3.678 0.00 -0.01 0.00
H -1.324 0.888 4.464 0.09 0.11 0.00
H 0.408 1.476 3.247 -0.09 -0.05 0.17
H -1.140 1.654 2.424 -0.01 0.12 0.01
H 1.657 2.272 1.463 0.00 -0.06 0.05
H 0.259 3.327 1.652 0.01 0.04 -0.05
H -1.395 0.969 -2.175 -0.03 -0.02 0.05
H 0.237 0.638 -2.834 0.06 -0.05 -0.01
H -0.976 1.500 -3.779 -0.04 0.03 0.02
H -0.345 3.914 -3.954 -0.01 0.00 -0.04
H 1.262 3.187 -3.773 0.03 -0.02 0.02
H 0.054 5.509 -2.227 -0.05 0.01 0.02
H 1.757 5.227 -2.629 0.01 0.04 -0.03
H 2.102 5.654 -0.262 0.00 0.03 -0.03
H 1.783 4.405 0.920 0.05 0.02 -0.03
H 0.482 5.511 0.426 -0.03 -0.01 0.02
O 1.284 -0.542 -1.233 0.43 0.01 0.28
N 2.575 -0.539 -0.871 -0.27 -0.17 -0.23
C 3.284 -1.644 -1.140 0.14 -0.10 0.03
C 4.613 -1.720 -0.781 -0.06 -0.10 -0.09
C 5.211 -0.646 -0.144 0.05 0.08 0.05
C 4.454 0.489 0.104 0.00 0.02 -0.01
C 3.130 0.524 -0.276 0.05 0.03 0.10
H 2.733 -2.430 -1.633 0.00 0.00 0.00
H 5.162 -2.623 -1.005 -0.01 0.01 0.01
H 6.250 -0.692 0.153 -0.05 0.01 -0.02
H 4.881 1.355 0.592 -0.01 -0.01 -0.01
H 2.462 1.353 -0.125 -0.02 0.05 -0.03
N -2.285 0.496 0.191 -0.17 -0.27 0.28
C -2.587 -0.929 0.257 -0.31 0.25 -0.41
C -3.469 -1.455 1.187 0.19 -0.09 0.31
C -3.558 -2.830 1.327 0.12 -0.17 -0.13
C -2.807 -3.679 0.507 -0.03 0.41 0.19
C -2.000 -3.150 -0.482 -0.11 -0.15 0.15
C -1.879 -1.775 -0.591 0.23 0.21 -0.24
S -2.726 -5.429 0.853 -0.26 -0.47 -0.37
O -2.147 -5.987 -0.355 -0.01 0.09 0.24
O -4.088 -5.809 1.149 0.17 0.08 0.06
O -1.826 -5.425 2.004 0.00 -0.12 0.04
H -2.455 0.920 1.097 0.03 0.03 0.03
H -2.837 1.036 -0.468 -0.09 -0.27 -0.20
H -4.030 -0.791 1.836 -0.05 -0.03 -0.05
H -4.194 -3.277 2.083 -0.04 0.02 -0.06
H -1.469 -3.835 -1.133 0.00 0.06 0.02
H -1.229 -1.407 -1.398 -0.17 0.09 -0.03
```
Positions in Å, forces in eV/Å.

## Properties
LUMO energy (alpha / beta), eV: -3.397 / -3.394
Multiplicity: 2
Net charge: +1

---

This record from the OMol25 dataset describes a structure of composition C16H15MoN3OS3Te. The level of theory is the ωB97M-V functional and the def2-TZVPD basis.

XYZ file:
```
40
Properties=species:S:1:pos:R:3:forces:R:3
Mo -1.015 -1.928 -0.676 0.15 0.19 -0.41
O -1.662 -0.228 0.084 -0.08 -0.28 -0.04
N -2.963 -0.065 0.441 0.21 0.18 0.00
C -3.263 1.105 1.054 -0.21 0.04 0.04
C -4.554 1.372 1.401 0.16 -0.02 -0.03
C -5.541 0.419 1.108 -0.06 0.00 0.01
C -5.199 -0.758 0.500 -0.01 -0.02 -0.02
C -3.862 -1.023 0.156 -0.03 -0.22 -0.01
S -3.323 -2.511 -0.522 0.02 0.18 0.09
H -2.422 1.759 1.228 0.03 -0.02 -0.02
H -4.789 2.303 1.894 -0.01 0.00 0.00
H -6.572 0.612 1.369 0.00 -0.01 0.00
H -5.934 -1.516 0.270 0.00 0.01 0.01
N 1.229 -1.178 -0.954 -0.36 -0.14 0.55
C 0.472 -0.692 -1.975 -0.63 -0.68 -0.26
S -0.365 -1.853 -2.974 0.09 0.06 0.56
N 0.341 0.620 -2.186 0.41 0.39 0.02
C 1.065 1.664 -1.535 -0.11 0.00 0.07
C 2.440 1.580 -1.354 -0.01 0.02 -0.01
C 3.104 2.624 -0.726 0.03 -0.01 0.00
C 2.411 3.749 -0.307 -0.02 0.01 0.00
C 1.041 3.834 -0.516 0.02 0.02 0.02
C 0.363 2.789 -1.121 0.00 -0.05 0.01
H 1.565 -2.134 -0.944 0.37 0.15 -0.19
H 1.567 -0.561 -0.220 0.13 -0.05 -0.10
H -0.411 0.885 -2.801 -0.03 0.01 -0.10
H 2.996 0.729 -1.725 -0.01 0.00 -0.01
H 4.175 2.563 -0.587 0.00 0.00 0.00
H 2.938 4.563 0.170 0.00 0.00 0.00
H 0.497 4.715 -0.203 0.00 0.00 0.00
H -0.708 2.840 -1.278 0.00 0.01 0.00
Te -0.212 -3.879 0.862 -0.20 0.14 -0.12
C 1.716 -3.201 1.339 0.07 0.02 -0.19
C 2.913 -3.694 0.899 -0.01 0.04 0.06
C 4.026 -2.929 1.357 0.00 0.00 0.05
C 3.650 -1.873 2.128 0.01 0.01 -0.02
S 1.946 -1.803 2.308 0.07 0.02 0.07
H 3.004 -4.578 0.284 -0.02 0.00 -0.01
H 5.054 -3.169 1.130 0.01 0.01 0.01
H 4.282 -1.151 2.621 0.01 -0.01 -0.02
```
Positions in Å, forces in eV/Å.

## Properties
LUMO energy (alpha / beta), eV: -3.521 / -3.923
Multiplicity: 2
Energy relative to the best compared isomer or geometry (same formula, charge and spin), kJ/mol: 0.0
Net charge: +1

---

This record from the OMol25 dataset describes an isolated molecule of C5H10ClNO4S. The level of theory is the ωB97M-V functional and the def2-TZVPD basis.

XYZ file:
```
22
Properties=species:S:1:pos:R:3:forces:R:3
C -1.319 -3.360 -0.849 1.80 3.99 -0.32
C -0.930 -2.190 0.049 1.15 -0.61 1.31
O 0.043 -2.091 0.779 -1.24 -0.07 -1.40
O -1.927 -1.291 -0.040 0.40 2.46 1.11
N -1.527 -0.036 0.682 0.04 -1.10 -0.17
Cl -2.960 0.706 1.271 0.44 -0.27 -0.50
S -0.555 0.947 -0.481 -0.49 -0.98 2.04
O -0.696 0.223 -1.661 0.69 -1.30 -2.74
O -1.086 2.240 -0.353 -0.45 1.94 -0.13
C 1.123 0.929 0.284 -0.43 -3.04 -0.16
C 0.877 1.878 1.436 0.42 0.93 -2.42
C 2.158 1.370 -0.740 -0.23 0.84 -0.40
H -2.350 -3.226 -0.852 -1.90 -0.31 -1.16
H -1.084 -4.139 -0.237 1.13 -2.85 0.69
H -0.731 -3.088 -1.774 -0.95 -1.23 0.68
H 1.308 -0.144 0.603 -0.55 1.22 -0.20
H 0.712 2.837 0.946 0.31 0.37 0.37
H -0.054 1.669 1.858 -1.11 -0.56 1.38
H 1.685 1.940 2.090 1.20 -0.09 1.29
H 1.704 2.230 -1.157 -0.12 1.45 -0.67
H 2.587 0.880 -1.621 -0.92 -1.20 0.52
H 3.022 1.718 -0.234 0.80 0.42 0.88
```
Positions in Å, forces in eV/Å.

## Properties
Structure (SMILES): CC(=O)ON(Cl)S(=O)(=O)C(C)C
LUMO energy, eV: 0.396
Multiplicity: 1
Energy relative to the best compared isomer or geometry (same formula, charge and spin), kJ/mol: 0.0
Net charge: 0

---

This record from the OMol25 dataset describes a structure of composition C31H26Cl3IrN3P2. The level of theory is the ωB97M-V functional and the def2-TZVPD basis.

XYZ file:
```
66
Properties=species:S:1:pos:R:3:forces:R:3
Ir 0.097 1.042 -1.067 0.50 -0.91 -0.01
N -0.128 -1.071 0.915 0.18 0.00 -0.17
P -0.896 -0.990 -0.586 -0.20 0.50 0.03
C -0.550 -2.519 -1.405 0.05 0.06 -0.06
C 0.627 -3.237 -1.134 0.00 -0.02 0.09
C 0.834 -4.462 -1.736 -0.01 0.00 0.01
C -0.118 -4.972 -2.617 0.03 -0.02 0.01
C -1.278 -4.262 -2.897 -0.04 0.05 0.01
C -1.504 -3.036 -2.292 0.06 0.02 -0.07
C -2.659 -0.802 -0.444 0.04 0.02 0.13
C -3.344 -1.741 0.338 0.04 0.04 0.00
C -4.717 -1.642 0.473 0.02 -0.03 0.02
C -5.408 -0.625 -0.177 -0.03 0.03 -0.02
C -4.732 0.297 -0.966 0.01 -0.01 0.00
C -3.355 0.214 -1.098 -0.05 -0.06 -0.07
P 0.680 0.397 1.063 -0.42 0.49 -0.35
C 2.390 0.196 1.470 0.07 -0.11 -0.14
C 3.410 0.881 0.810 -0.01 -0.05 0.00
C 4.719 0.729 1.237 0.01 -0.01 0.02
C 5.005 -0.105 2.310 0.03 0.02 -0.02
C 3.989 -0.786 2.971 -0.03 -0.02 0.02
C 2.676 -0.635 2.562 -0.03 0.07 -0.05
C -0.140 1.388 2.281 0.18 -0.13 0.10
C 0.432 2.621 2.617 0.06 -0.04 0.07
C -0.166 3.400 3.589 0.00 0.02 0.01
C -1.322 2.954 4.224 0.02 0.03 0.03
C -1.885 1.730 3.892 0.01 -0.06 0.00
C -1.298 0.938 2.917 -0.10 0.02 -0.07
H 0.183 -1.942 1.331 -0.12 0.02 0.13
H 1.375 -2.845 -0.453 -0.01 0.00 -0.02
H 1.729 -5.028 -1.518 0.00 0.00 0.00
H 0.046 -5.935 -3.082 0.00 0.00 0.00
H -2.015 -4.671 -3.574 0.00 0.00 0.00
H -2.419 -2.495 -2.495 -0.01 0.00 0.00
H -2.814 -2.545 0.835 0.00 0.00 0.00
H -5.252 -2.363 1.075 0.00 0.00 0.01
H -6.483 -0.558 -0.076 0.00 0.00 0.00
H -5.280 1.071 -1.485 0.00 0.00 -0.01
H -2.840 0.922 -1.734 0.00 0.00 -0.02
H 3.192 1.536 -0.023 -0.01 0.01 0.00
H 5.517 1.262 0.739 0.00 0.01 0.00
H 6.028 -0.221 2.641 0.00 0.00 0.00
H 4.219 -1.425 3.812 0.00 0.00 0.00
H 1.886 -1.143 3.107 -0.01 0.00 0.01
H 1.354 2.952 2.152 0.00 0.00 0.00
H 0.279 4.344 3.874 0.00 0.02 -0.01
H -1.777 3.561 4.996 0.00 0.00 0.00
H -2.772 1.383 4.405 0.00 -0.01 0.00
H -1.730 -0.022 2.666 -0.01 0.00 -0.01
C 3.749 0.335 -4.033 0.00 0.01 0.00
C 3.014 -0.810 -3.772 -0.06 -0.04 0.04
C 1.955 -0.758 -2.885 -0.03 0.04 -0.10
N 1.616 0.377 -2.256 0.34 0.02 0.05
C 2.335 1.493 -2.520 -0.01 0.05 -0.04
C 3.392 1.519 -3.397 -0.01 0.04 0.02
H 4.579 0.313 -4.726 0.00 0.00 -0.01
H 3.244 -1.747 -4.259 0.00 0.00 0.00
H 1.351 -1.626 -2.693 -0.07 -0.08 0.05
H 2.036 2.407 -1.999 0.02 0.01 0.01
H 3.923 2.443 -3.575 0.00 0.01 0.00
Cl -3.547 5.005 -1.023 -0.02 -0.03 0.04
C -2.742 4.378 0.411 0.02 -0.10 -0.12
Cl -3.885 3.670 1.553 0.03 0.08 -0.06
Cl -1.720 5.599 1.158 -0.04 -0.07 -0.02
C -1.872 3.266 -0.042 0.02 0.07 0.07
N -1.211 2.398 -0.388 -0.46 0.04 0.47
```
Positions in Å, forces in eV/Å.

## Properties
LUMO energy, eV: -10.419
Multiplicity: 1
Energy relative to the best compared isomer or geometry (same formula, charge and spin), kJ/mol: 7.4
Net charge: +3

---

Number 1: largest force on an atom 0.47 eV Å⁻¹. Number 2: largest force on an atom 0.72 eV Å⁻¹. Number 3: largest force on an atom 16.19 eV Å⁻¹. Number 4: largest force on an atom 5.44 eV Å⁻¹. Number 5: largest force on an atom 0.77 eV Å⁻¹. Number 6: largest force on an atom 0.97 eV Å⁻¹. Number 7: largest force on an atom 4.39 eV Å⁻¹. Number 8: largest force on an atom 1.04 eV Å⁻¹.